# 1
Molecular formula: C18H20N2O
Method: DFT, ωB97M-V/def2-TZVPD

The value obtained for the LUMO energy is 0.69 eV. The SMILES is CCCc1nc2ccccc2n1CCOc1ccccc1. The charge is 0. The HOMO-LUMO gap comes out at 8.9 eV. As for the HOMO energy: -8.22 eV. The value obtained for the molar mass is 280.4 g mol⁻¹. The value obtained for the relative energy (zero: lowest compared OMol25 entry of this formula, charge and spin) is 16.1 kcal/mol.

Last column: Löwdin charge in e.
Geometry (Å):
C1 -4.1441 -1.8494 -3.1953  -0.115
C2 -2.8970 -0.9908 -3.0332  -0.263
C3 -2.1799 -1.2853 -1.7163  -0.135
C4 -1.0052 -0.3917 -1.5285  -0.284
N1 -0.8525 0.7470 -2.1361  0.176
C5 0.3388 1.2596 -1.6919  -0.220
C6 0.9778 2.4519 -2.0083  -0.019
C7 2.1867 2.7122 -1.3979  -0.101
C8 2.7610 1.8108 -0.5014  -0.095
C9 2.1450 0.6186 -0.1777  -0.028
C10 0.9221 0.3575 -0.7730  -0.158
N2 0.0429 -0.7004 -0.6915  0.024
C11 0.1537 -1.8072 0.2150  -0.091
C12 -0.7824 -1.6357 1.4314  -0.161
O1 -0.7704 -0.3226 1.9309  -0.037
C13 0.3719 0.1764 2.4980  -0.281
C14 0.4577 1.5666 2.5504  -0.008
C15 1.5605 2.1753 3.1112  -0.079
C16 2.5927 1.4097 3.6303  -0.099
C17 2.5041 0.0311 3.5897  -0.089
C18 1.4021 -0.5918 3.0264  -0.042
H1 -3.8890 -2.9076 -3.1830  0.069
H2 -4.6367 -1.6283 -4.1387  0.068
H3 -4.8492 -1.6583 -2.3888  0.070
H4 -3.1597 0.0662 -3.0540  0.105
H5 -2.2096 -1.1728 -3.8604  0.113
H6 -2.8794 -1.1316 -0.8879  0.123
H7 -1.8587 -2.3310 -1.6901  0.118
H8 0.5321 3.1411 -2.7074  0.108
H9 2.7075 3.6326 -1.6179  0.096
H10 3.7113 2.0503 -0.0477  0.100
H11 2.6062 -0.0661 0.5187  0.103
H12 -0.0944 -2.7450 -0.2926  0.128
H13 1.1932 -1.8556 0.5473  0.118
H14 -1.8198 -1.7978 1.1292  0.120
H15 -0.5273 -2.3748 2.2015  0.122
H16 -0.3513 2.1446 2.1328  0.124
H17 1.6193 3.2529 3.1360  0.106
H18 3.4596 1.8852 4.0631  0.099
H19 3.3008 -0.5754 3.9959  0.104
H20 1.3595 -1.6709 3.0117  0.107

---

# 2
Molecular formula: C5H9O4S
Method: DFT, ωB97M-V/def2-TZVPD

The value obtained for the LUMO energy is 3.70 eV. The SMILES is C=C[C@@](O)(CC)S(=O)(=O)[O-]. The charge is -1. The HOMO-LUMO gap comes out at 8.9 eV. As for the HOMO energy: -5.16 eV. The value obtained for the molar mass is 165.2 g mol⁻¹. The value obtained for the relative energy (zero: lowest compared OMol25 entry of this formula, charge and spin) is 5.9 kcal/mol.

Last column: Löwdin charge in e.
Geometry (Å):
C1 -1.5525 1.5391 -1.1564  0.026
C2 -0.3346 0.9549 -1.2837  -0.177
C3 0.5040 0.7389 -0.1428  -0.616
O1 0.1888 1.4068 1.0363  -0.074
C4 0.9963 -0.7042 0.1185  -0.204
C5 -0.0353 -1.3803 1.0362  -0.121
S1 2.1161 1.6314 -0.7585  0.531
O2 2.7229 2.1391 0.4912  -0.388
O3 1.6761 2.6938 -1.7064  -0.390
O4 2.9476 0.5922 -1.4750  -0.407
H1 -2.1835 1.7531 -1.9870  0.024
H2 -1.8113 1.9337 -0.1158  0.082
H3 0.2479 0.7901 -2.2138  0.122
H4 0.9522 1.9653 1.3732  0.113
H5 1.9157 -0.3230 0.7461  0.133
H6 1.2727 -1.2625 -0.8451  0.134
H7 -0.9021 -1.7013 0.4837  0.047
H8 0.3511 -2.3028 1.5796  0.074
H9 -0.3819 -0.5836 1.7929  0.092

---

# 3
Molecular formula: C17H17N
Method: DFT, ωB97M-V/def2-TZVPD

The value obtained for the LUMO energy is 0.52 eV. The SMILES is CN(C[C@@H]1C=Cc2ccccc21)c1ccccc1. The charge is 0. The HOMO-LUMO gap comes out at 8.1 eV. As for the HOMO energy: -7.60 eV. The value obtained for the molar mass is 235.3 g mol⁻¹.

Last column: Löwdin charge in e.
Geometry (Å):
C1 1.3012 1.3548 1.7856  -0.043
N1 -0.1390 1.6130 1.5560  -0.184
C2 -0.7169 2.9009 1.8312  -0.048
C3 -1.5403 4.2635 0.8824  -0.175
C4 -0.5652 4.8304 -0.0607  -0.071
C5 -0.5092 6.2140 0.0419  -0.029
C6 -1.4685 6.6703 1.0183  -0.186
C7 -1.8469 7.9488 1.4638  -0.039
C8 -2.8965 8.0752 2.3823  -0.096
C9 -3.5956 6.9257 2.8145  -0.092
C10 -3.2178 5.6420 2.3715  -0.039
C11 -2.1451 5.4933 1.5007  -0.154
C12 -0.9116 0.6047 1.0343  -0.290
C13 -1.4109 0.7512 -0.2689  -0.022
C14 -2.1604 -0.2552 -0.8855  -0.082
C15 -2.4691 -1.4298 -0.1670  -0.098
C16 -1.9785 -1.5966 1.1458  -0.087
C17 -1.1705 -0.6035 1.7114  -0.021
H1 1.5832 0.4246 1.2621  0.092
H2 1.8908 2.1977 1.3814  0.086
H3 1.6202 1.2072 2.8374  0.083
H4 -1.5084 2.7383 2.5869  0.114
H5 0.0774 3.5851 2.1406  0.105
H6 -2.2443 3.4477 0.6439  0.124
H7 0.0725 4.2105 -0.6704  0.098
H8 0.0805 6.9109 -0.5438  0.103
H9 -1.2950 8.8430 1.1560  0.108
H10 -3.1541 9.0465 2.8248  0.101
H11 -4.4472 7.0386 3.4930  0.096
H12 -3.7778 4.7512 2.6820  0.111
H13 -1.1787 1.6615 -0.8115  0.108
H14 -2.5039 -0.1509 -1.9283  0.107
H15 -3.0979 -2.2066 -0.6409  0.103
H16 -2.2340 -2.5204 1.6947  0.107
H17 -0.7826 -0.7549 2.7112  0.110